No. 1
23
Properties=species:S:1:pos:R:3:forces:R:3 method="wB97M-V/def2-TZVPD" homo_lumo_gap_ev=9.58 relative_energy_ev=2.047 fmax_ev_per_a=3.58 e_tot_ev=-10003.0317 smiles="C=CC=C=C(C)[NH2+]CC" charge=+1 molar_mass_g_mol=124.2
C -0.932311 -2.737959 -0.894920 1.2 -3.2 -1.1
H -2.266498 -0.618777 -0.879126 -0.8 0.9 -2.1
C 1.711020 -0.038522 -0.105879 -0.3 1.2 0.5
H -0.181019 -3.205921 -1.597069 -0.4 0.9 0.6
H 2.760713 0.108412 1.843809 -0.1 0.6 -0.6
H 1.715668 0.421083 -1.086731 0.4 0.2 -0.4
C -0.480154 -1.427751 -0.377861 -0.6 0.9 1.8
H -0.060025 1.428693 -0.407956 0.5 -0.9 0.0
C -1.736743 0.648631 0.718068 0.4 0.0 -1.0
H -1.448315 1.955575 -1.123966 -0.7 0.0 0.8
N -1.833464 -0.676132 -0.004397 1.7 0.2 0.4
C 3.250705 1.795806 0.594845 -0.1 -1.7 0.4
H 3.199521 2.213051 -0.386545 -0.2 0.4 -0.4
H 3.968337 2.211210 1.290201 -0.3 0.2 0.1
H -2.496725 -1.288332 0.449606 0.3 -0.6 0.9
C 0.643503 -0.803278 -0.061416 -0.6 -1.2 -0.4
H -2.731644 0.884292 1.057883 -0.3 0.3 0.0
C -1.045512 1.714702 -0.121337 1.1 2.1 -0.4
H -1.826299 -2.656134 -1.560993 0.4 0.0 0.8
H -1.029324 -3.644085 -0.169426 -0.3 2.0 -0.7
H -1.133527 0.379845 1.548470 0.5 0.1 1.0
H -0.667002 2.693190 0.390279 -1.8 -1.6 -0.3
C 2.619105 0.642399 0.884472 -0.1 -1.0 0.0



No. 2
15
Properties=species:S:1:pos:R:3:forces:R:3 method="wB97M-V/def2-TZVPD" homo_lumo_gap_ev=10.76 relative_energy_ev=1.616 fmax_ev_per_a=1.50 e_tot_ev=-7830.7039 smiles="CCO/C=N/C" charge=0 molar_mass_g_mol=87.1
O -0.582692 0.667721 0.552971 0.4 0.2 0.1
C 0.763867 0.670260 0.436202 0.2 -0.4 -0.4
C 2.825469 0.001030 -0.199347 0.6 0.0 0.2
H 3.144801 1.015903 -0.469934 -0.3 0.0 0.0
H -0.946738 -1.365866 0.237840 0.0 0.2 0.0
H -0.986730 -0.371491 -1.216283 0.0 0.1 0.2
H -3.323682 -0.997467 -0.505214 0.2 0.1 0.1
H -3.053558 -0.236412 1.071210 0.1 0.0 -0.1
H 3.186902 -0.159428 0.832233 0.1 -0.2 -0.5
N 1.380786 -0.201868 -0.240773 0.2 0.4 0.1
H 1.371659 1.471911 0.944053 -1.4 -0.4 -0.1
C -1.273920 -0.397764 -0.158935 0.0 0.0 0.0
H -3.093888 0.755753 -0.399313 0.1 -0.1 0.1
C -2.771908 -0.203416 0.015273 0.1 0.1 0.1
H 3.359629 -0.648873 -0.899980 -0.3 -0.1 0.3